{"formula": "C22H31N4O6W", "method": "the ωB97M-V functional and the def2-TZVPD basis", "molar_mass_g_mol": 631.35, "relative_energy_ev": 0.6607, "gap_ev": [6.184, 5.407], "total_charge": 3, "multiplicity": 1, "symbols": ["W", "C", "C", "C", "C", "C", "C", "C", "C", "C", "C", "H", "H", "H", "H", "H", "H", "H", "H", "H", "H", "H", "H", "H", "H", "O", "C", "C", "O", "C", "C", "O", "C", "O", "O", "C", "C", "N", "C", "C", "N", "C", "C", "H", "H", "H", "H", "H", "H", "H", "H", "H", "H", "H", "H", "H", "N", "C", "N", "O", "H", "H", "H", "H"], "positions_angstrom": [[0.35512, -0.16678, -0.39063], [1.93894, 2.45148, -2.71551], [1.65665, 1.18225, -3.52735], [0.66079, 1.44695, -4.64877], [1.25492, 0.01258, -2.64957], [0.00226, -0.58151, -2.68441], [-0.32411, -1.72011, -1.87606], [0.72091, -2.44046, -1.22752], [0.50988, -3.83228, -0.70667], [1.93971, -1.80512, -1.11849], [2.17222, -0.50793, -1.69255], [2.33370, 3.22629, -3.37212], [2.66608, 2.29571, -1.91454], [1.01389, 2.83748, -2.28230], [2.60588, 0.85522, -3.96457], [-0.28432, 1.84677, -4.26605], [0.45054, 0.55590, -5.24367], [1.06955, 2.19572, -5.32599], [-0.76929, -0.16367, -3.31411], [-1.30559, -2.15934, -1.97527], [0.96109, -4.52290, -1.42256], [-0.54520, -4.09179, -0.63259], [0.99913, -3.99833, 0.25379], [2.74177, -2.28649, -0.57740], [3.15287, -0.06145, -1.60673], [-2.63559, 5.30928, -1.01563], [-2.10191, 4.26666, -0.85499], [-2.67519, 2.86521, -1.26021], [-3.69715, 2.59541, -1.80108], [-1.59274, 1.89851, -0.82388], [-0.54507, 2.54587, -0.24519], [0.43569, 1.76356, 0.14337], [-0.72081, 4.02813, -0.15602], [0.03642, 4.80866, 0.32867], [-1.51373, 0.61167, -0.84838], [-2.36402, -0.08773, 3.37576], [-1.48936, 0.32907, 2.17191], [-0.94198, -0.86692, 1.45145], [-0.18710, -1.70472, 2.44465], [-1.10188, -2.18114, 3.59586], [-2.46898, -1.58843, 3.38350], [-3.05336, -2.08470, 2.08930], [-2.09922, -1.68268, 0.94624], [-3.37211, 0.31303, 3.30928], [-1.93270, 0.20299, 4.32987], [-0.65298, 0.93771, 2.50308], [-2.08226, 0.89963, 1.46877], [0.64178, -1.12020, 2.82147], [0.22053, -2.55861, 1.91011], [-0.75557, -1.83718, 4.56667], [-1.21525, -3.26157, 3.62760], [-3.08161, -1.87424, 4.14898], [-4.04093, -1.64293, 1.98574], [-3.15926, -3.16210, 2.18127], [-2.62286, -1.08897, 0.20440], [-1.69384, -2.56750, 0.46691], [3.96725, -0.23604, 1.85011], [2.91712, 0.45978, 1.41551], [2.99932, 1.77913, 1.32558], [1.85116, -0.20468, 1.12710], [4.81344, 0.21285, 2.16563], [3.86462, -1.22080, 2.02616], [3.84018, 2.27210, 1.58528], [2.23256, 2.30369, 0.93684]], "forces_ev_per_a": [[0.020, 1.181, 0.687], [-0.016, 0.025, 0.040], [-0.040, -0.063, 0.058], [-0.070, 0.050, -0.034], [0.438, 0.130, -0.239], [-0.191, -0.177, -0.011], [0.005, 0.095, 0.044], [-0.171, -0.441, -0.176], [-0.031, 0.072, 0.047], [0.291, 0.106, -0.081], [-0.140, -0.011, 0.157], [0.007, -0.056, 0.008], [-0.025, -0.016, -0.041], [0.017, 0.021, -0.022], [0.018, -0.008, -0.075], [0.043, -0.019, -0.018], [0.023, 0.021, 0.031], [-0.001, -0.012, 0.020], [-0.086, 0.075, 0.055], [-0.075, 0.036, 0.039], [-0.020, -0.047, 0.006], [0.022, -0.004, -0.021], [0.033, -0.004, -0.053], [0.035, 0.058, 0.129], [0.017, 0.056, 0.115], [0.044, -0.055, -0.041], [-0.124, 0.124, 0.179], [0.348, -0.344, -0.021], [-0.109, 0.112, 0.020], [-0.319, 0.675, 0.056], [-0.145, 0.549, -0.015], [0.309, -0.753, -0.506], [0.179, -0.466, -0.097], [-0.060, 0.151, -0.002], [-0.032, -0.664, -0.083], [0.005, -0.276, -0.053], [0.074, -0.186, 0.024], [0.069, -0.505, 0.029], [-0.221, 0.018, -0.140], [-0.244, 0.159, -0.087], [0.175, 0.066, -0.192], [0.140, 0.121, 0.222], [0.067, 0.169, 0.139], [-0.027, 0.039, -0.012], [0.027, 0.073, 0.016], [0.066, 0.037, 0.022], [-0.049, 0.074, -0.069], [0.027, 0.075, 0.042], [0.027, -0.043, -0.007], [0.068, -0.020, 0.034], [0.024, -0.045, -0.026], [-0.002, -0.005, 0.055], [-0.037, 0.026, -0.028], [-0.036, -0.056, -0.049], [-0.039, 0.006, -0.068], [0.019, -0.054, 0.009], [-0.059, 0.047, 0.020], [0.182, 0.011, 0.082], [-0.003, -0.111, -0.175], [-0.383, -0.049, 0.000], [0.014, -0.021, 0.021], [0.034, -0.019, -0.015], [-0.012, 0.019, -0.001], [-0.096, 0.048, 0.049]], "lowdin_charge": [1.784, -0.021, -0.337, -0.037, -0.208, -0.046, -0.121, -0.313, 0.008, -0.060, -0.104, 0.110, 0.080, 0.073, 0.166, 0.092, 0.102, 0.107, 0.147, 0.150, 0.125, 0.091, 0.094, 0.153, 0.152, 0.261, -0.186, -0.206, 0.228, -0.241, -0.248, -0.137, -0.228, 0.212, -0.129, -0.018, -0.092, -0.208, -0.100, -0.022, -0.071, -0.019, -0.101, 0.153, 0.150, 0.139, 0.121, 0.118, 0.117, 0.149, 0.150, 0.207, 0.153, 0.150, 0.126, 0.105, 0.237, -0.548, 0.250, -0.195, 0.146, 0.136, 0.152, 0.103]}

=====

{"formula": "C22H31O14P", "method": "the ωB97M-V functional and the def2-TZVPD basis", "molar_mass_g_mol": 550.45, "gap_ev": 8.868, "multiplicity": 1, "symbols": ["O", "C", "C", "C", "P", "O", "O", "O", "C", "O", "C", "C", "C", "C", "C", "C", "H", "H", "H", "H", "H", "H", "H", "C", "C", "O", "C", "O", "O", "C", "H", "H", "H", "H", "H", "H", "H", "H", "C", "C", "O", "C", "O", "O", "C", "H", "H", "H", "H", "H", "H", "H", "H", "C", "C", "O", "C", "O", "O", "C", "H", "H", "H", "H", "H", "H", "H", "H"], "positions_angstrom": [[-0.18384, -2.05482, 3.43417], [-0.02407, -1.38340, 2.43844], [1.35263, -1.04685, 1.89855], [1.51479, 0.14298, 1.33775], [3.15471, 0.50552, 0.63582], [3.43732, -0.50538, -0.39811], [3.06595, 1.93168, -0.07239], [4.34711, 0.46081, 1.72176], [0.34722, 1.12016, 1.27539], [0.48413, 2.30954, 1.43889], [-0.98673, 0.44819, 1.04065], [-1.97473, 1.00513, 0.27055], [-3.14637, 0.29576, 0.08499], [-3.30332, -0.93595, 0.67127], [-2.32370, -1.50867, 1.45481], [-1.15879, -0.80060, 1.62855], [2.15597, -1.77897, 1.98030], [3.86422, 2.08730, -0.59680], [4.26693, -0.37529, 2.20108], [-1.80367, 1.98307, -0.17112], [-3.92951, 0.71162, -0.54113], [-4.23209, -1.47001, 0.48292], [-2.42938, -2.49073, 1.90388], [4.68827, 0.07762, -3.39819], [5.88728, -0.25715, -2.53593], [6.95058, -0.81773, -3.32482], [7.65686, 0.05630, -4.03666], [7.49607, 1.24884, -4.06357], [8.57364, -0.62195, -4.73299], [9.35255, 0.18874, -5.61251], [4.37522, -0.79548, -3.97247], [3.85501, 0.41210, -2.78175], [4.92545, 0.86488, -4.11514], [5.61014, -1.01662, -1.80866], [6.24174, 0.61154, -1.97877], [9.80341, 1.02540, -5.08221], [8.73533, 0.54892, -6.43499], [10.14299, -0.44012, -6.01415], [-1.69258, 4.00393, 6.35013], [-0.27788, 3.83584, 5.83662], [0.35813, 2.68597, 6.41320], [-0.00775, 1.51371, 5.89668], [-0.79490, 1.34834, 4.99964], [0.64183, 0.55028, 6.54922], [0.26587, -0.76866, 6.14059], [-1.70309, 4.02107, 7.44120], [-2.12756, 4.93115, 5.97655], [-2.32625, 3.17551, 6.03428], [0.32463, 4.69296, 6.13397], [-0.24863, 3.77950, 4.74803], [0.34930, -0.88292, 5.06728], [-0.75053, -0.98720, 6.46677], [0.94498, -1.46874, 6.62125], [-5.87926, -1.89616, -5.87349], [-5.10230, -2.22664, -4.61657], [-5.65002, -1.56113, -3.46867], [-6.75962, -2.10385, -2.96788], [-7.31817, -3.08620, -3.37745], [-7.15506, -1.35250, -1.93687], [-8.39143, -1.76953, -1.35413], [-5.94676, -0.81534, -6.00726], [-5.39580, -2.33223, -6.74773], [-6.89808, -2.27866, -5.81795], [-4.07897, -1.86662, -4.71240], [-5.05401, -3.30197, -4.44410], [-8.36457, -2.82342, -1.08426], [-9.21378, -1.57346, -2.04101], [-8.53711, -1.17941, -0.45302]], "forces_ev_per_a": [[0.069, -0.078, -0.754], [-0.018, 0.004, -0.245], [-0.668, -0.303, 0.277], [0.506, 1.241, 0.154], [0.358, -1.002, -2.030], [-0.121, -0.467, 0.216], [0.184, 0.135, 1.440], [-1.137, 0.853, 0.185], [-0.292, 0.054, 0.068], [0.070, -0.553, -0.293], [1.209, -0.018, 0.395], [0.051, 0.649, -0.117], [-0.106, 0.581, -0.405], [-1.083, -0.729, -0.207], [0.021, -0.146, 0.189], [0.876, -0.330, 0.582], [-0.221, 0.068, 0.147], [-0.071, 0.013, -0.096], [0.317, 0.035, 0.069], [-0.132, -0.132, 0.026], [0.037, -0.115, 0.098], [0.154, -0.002, 0.094], [-0.093, 0.148, -0.017], [0.079, 0.205, -0.328], [-0.558, 0.021, 0.185], [0.184, 0.022, 0.103], [-0.165, -0.168, -0.007], [0.081, 0.071, 0.008], [0.054, 0.026, 0.020], [0.217, 0.048, -0.187], [-0.054, -0.063, 0.148], [0.007, -0.133, 0.061], [0.058, 0.031, 0.075], [0.159, -0.113, -0.096], [0.145, 0.033, -0.172], [-0.128, 0.042, 0.002], [-0.006, 0.112, 0.075], [-0.100, -0.151, 0.099], [-0.127, -0.262, 0.096], [-0.255, 0.433, -0.132], [0.113, -0.004, -0.037], [0.033, 0.051, 0.136], [0.031, -0.027, -0.115], [-0.001, 0.040, 0.020], [0.066, -0.284, 0.085], [0.057, 0.128, -0.013], [0.048, 0.016, 0.006], [0.033, 0.035, -0.103], [0.160, -0.178, 0.113], [-0.028, -0.190, 0.024], [-0.089, 0.089, 0.136], [-0.035, 0.047, -0.131], [0.088, 0.202, 0.123], [-0.295, 0.080, 0.059], [0.188, -0.144, -0.469], [0.093, -0.020, 0.148], [0.047, 0.182, -0.126], [-0.017, -0.077, 0.047], [0.032, -0.039, 0.073], [-0.227, 0.010, 0.217], [0.139, -0.008, -0.033], [0.042, 0.013, 0.026], [0.055, -0.098, 0.012], [-0.047, 0.132, 0.225], [-0.171, 0.023, 0.093], [0.000, -0.015, -0.140], [0.019, -0.131, -0.034], [0.168, 0.102, -0.066]], "lowdin_charge": [0.102, -0.294, 0.043, -0.125, 0.477, -0.272, -0.094, -0.107, -0.296, 0.134, -0.096, 0.001, -0.055, -0.062, 0.002, -0.096, 0.132, 0.094, 0.080, 0.130, 0.115, 0.112, 0.128, -0.066, -0.214, 0.041, -0.613, 0.119, 0.004, -0.045, 0.086, 0.057, 0.074, 0.110, 0.121, 0.095, 0.098, 0.092, -0.066, -0.209, 0.040, -0.608, 0.120, 0.012, -0.031, 0.081, 0.080, 0.073, 0.122, 0.122, 0.052, 0.105, 0.098, -0.066, -0.211, 0.032, -0.614, 0.127, -0.001, -0.041, 0.082, 0.081, 0.075, 0.122, 0.124, 0.096, 0.099, 0.092]}

=====

{"formula": "C22H32AsCsF6N2O6S", "method": "the ωB97M-V functional and the def2-TZVPD basis", "molar_mass_g_mol": 774.39, "relative_energy_ev": 0.0000, "gap_ev": 8.410, "multiplicity": 1, "symbols": ["Cs", "As", "F", "F", "F", "F", "F", "F", "C", "C", "C", "C", "C", "C", "N", "O", "O", "H", "H", "H", "H", "H", "C", "C", "C", "C", "C", "C", "N", "O", "O", "H", "H", "H", "H", "H", "C", "C", "C", "C", "C", "C", "H", "H", "H", "H", "H", "H", "H", "H", "H", "H", "H", "H", "H", "H", "C", "C", "C", "S", "O", "O", "C", "H", "H", "H", "H", "H", "H", "H", "H"], "positions_angstrom": [[-5.31385, -3.01241, 0.85351], [-2.22670, -0.32690, -0.06904], [-2.82976, -1.91597, 0.47566], [-0.78057, -1.14196, -0.51310], [-1.55855, 1.13820, -0.66619], [-3.71515, 0.45799, 0.33729], [-1.71722, -0.02678, 1.53073], [-2.93193, -0.71306, -1.60110], [1.30863, 1.05391, -2.24979], [2.17745, -0.01781, -2.41450], [2.34040, -0.59574, -3.65708], [1.60971, -0.09909, -4.72665], [0.71205, 0.93355, -4.57010], [0.53992, 1.50067, -3.31797], [1.76840, -0.72557, -6.04761], [2.56063, -1.64718, -6.15035], [1.06364, -0.31812, -6.94714], [1.13584, 1.48179, -1.27088], [2.81268, -0.23650, -1.56846], [3.08661, -1.35741, -3.83527], [0.17860, 1.30921, -5.43245], [-0.14842, 2.33006, -3.22961], [2.64729, 1.03164, 2.17223], [3.79979, 0.73687, 2.91489], [4.48768, -0.43216, 2.65594], [4.01836, -1.30460, 1.68250], [2.91230, -1.00368, 0.92778], [2.18605, 0.15336, 1.20814], [4.77416, -2.52664, 1.40823], [4.35657, -3.25616, 0.52651], [5.75996, -2.74230, 2.08320], [2.07278, 1.92187, 2.40068], [4.01040, 1.40638, 3.73692], [5.22950, -0.76774, 3.37091], [2.60729, -1.67165, 0.13490], [1.21412, 0.25784, 0.73967], [0.29743, -1.87671, 3.77649], [0.69677, -0.91175, 4.88524], [-0.30625, -0.90977, 6.03166], [0.04807, -0.00997, 7.21097], [-0.60236, 1.38501, 7.17426], [-0.02561, 2.33439, 6.13418], [0.50689, -2.91903, 4.04427], [0.86225, -1.71381, 2.85852], [-0.75141, -1.83230, 3.47631], [1.68956, -1.19845, 5.23602], [0.71926, 0.09399, 4.46306], [-0.46922, -1.96017, 6.31210], [-1.29395, -0.65516, 5.62045], [-0.30750, -0.50148, 8.12117], [1.13385, 0.10046, 7.28075], [-1.67419, 1.26428, 6.99486], [-0.47753, 1.81984, 8.16921], [0.99219, 2.65293, 6.37422], [-0.00040, 1.89905, 5.13442], [-0.62758, 3.24354, 6.05820], [-2.90790, 1.70777, -6.35345], [-2.91505, 1.47894, -4.83450], [-3.12488, -0.00990, -4.55798], [-3.78093, -0.70165, -6.08639], [-5.00594, -1.42136, -5.85150], [-2.70259, -1.33220, -6.79250], [-4.07137, 0.87906, -6.88078], [-2.01376, 1.33699, -6.85736], [-3.03383, 2.76725, -6.56919], [-3.75654, 2.04889, -4.43818], [-2.00714, 1.84306, -4.35946], [-3.91162, -0.18229, -3.82912], [-2.22524, -0.56118, -4.30241], [-5.04658, 1.26339, -6.58121], [-4.05554, 0.70447, -7.95477]], "forces_ev_per_a": [[0.159, 0.204, -0.121], [0.017, -0.154, -0.651], [-0.365, -0.025, 0.319], [0.375, -0.074, 0.160], [-0.022, 0.305, 0.015], [-0.504, -0.179, 0.135], [0.553, 0.015, 0.472], [-0.062, -0.020, -0.303], [-0.848, -0.229, -0.076], [0.225, 0.951, 0.208], [0.428, -0.024, -0.285], [0.087, -0.316, 0.461], [-0.186, 0.245, -0.252], [0.349, 0.075, -0.212], [-0.051, -0.429, -0.042], [-0.116, 0.352, 0.030], [0.103, 0.119, -0.086], [0.216, 0.078, -0.029], [0.004, -0.522, -0.153], [-0.156, -0.118, 0.042], [-0.051, -0.099, 0.009], [0.003, -0.034, 0.275], [0.023, -0.071, 0.145], [-1.002, 0.188, -0.560], [-0.191, -0.341, 1.223], [0.422, 0.849, -0.075], [-0.376, -0.025, -0.244], [0.039, -0.466, 0.041], [-0.149, -0.350, -0.101], [0.174, 0.091, 0.153], [0.020, -0.070, -0.057], [0.031, -0.028, 0.022], [0.511, -0.157, 0.010], [0.340, 0.096, -0.445], [-0.122, -0.116, 0.156], [0.145, 0.323, -0.150], [0.181, -0.612, -0.408], [-0.571, -0.006, -0.429], [-0.304, -0.583, -0.489], [-0.474, 0.038, 0.091], [0.319, -0.292, -0.003], [-0.017, 0.298, -0.195], [-0.097, 0.089, 0.200], [0.106, 0.173, 0.025], [-0.066, 0.250, 0.220], [0.085, 0.268, 0.095], [0.388, 0.012, 0.016], [0.313, 0.129, 0.406], [0.122, 0.337, 0.035], [0.212, 0.059, 0.070], [0.015, -0.076, 0.104], [-0.011, -0.001, 0.089], [-0.143, 0.129, -0.040], [0.004, -0.146, 0.070], [-0.073, -0.060, 0.044], [0.017, -0.024, 0.059], [-0.222, -0.021, -0.158], [0.203, 0.065, -0.154], [-0.618, -0.048, -0.121], [0.024, 0.356, 0.177], [-0.129, -0.023, 0.032], [0.263, -0.303, -0.271], [-0.084, -0.069, -0.143], [0.209, 0.134, 0.250], [0.058, 0.002, -0.138], [0.042, -0.025, 0.158], [-0.052, 0.010, 0.025], [0.242, -0.052, 0.238], [0.031, -0.008, 0.022], [0.003, -0.045, 0.088], [-0.002, 0.000, -0.002]], "lowdin_charge": [1.062, 0.676, -0.488, -0.233, -0.228, -0.263, -0.229, -0.249, -0.064, -0.055, 0.010, -0.144, -0.013, -0.065, -0.348, 0.074, 0.078, 0.095, 0.086, 0.121, 0.111, 0.103, -0.064, -0.059, -0.005, -0.152, -0.021, -0.073, -0.352, 0.078, 0.079, 0.110, 0.107, 0.120, 0.117, 0.094, -0.104, -0.266, -0.234, -0.218, -0.266, -0.112, 0.075, 0.050, 0.065, 0.112, 0.080, 0.109, 0.113, 0.102, 0.110, 0.102, 0.100, 0.074, 0.053, 0.069, -0.222, -0.202, -0.216, 0.655, -0.332, -0.310, -0.233, 0.110, 0.115, 0.118, 0.081, 0.085, 0.102, 0.108, 0.108]}